No. 1
The following is a DFT calculation (ωB97M-V/def2-TZVPD) of the ion C4H9FNO with charge +1 at a distorted geometry.

- charge = +1
- relative energy (zero: lowest compared OMol25 entry of this formula, charge and spin) (kcal per mole) = 17.5
- LUMO (eV) = -3.30
- structure (SMILES) = C[NH+](C)CC(=O)F
- Kohn-Sham gap (eV) = 12.57
- HOMO energy (eV) = -15.9
- electronic energy (Ha) = -387.379408

CARTESIAN COORDINATES (ANGSTROEM)
C -1.4821 0.6664 -0.9016
N -0.0761 0.2114 -0.4604
C 0.6900 1.3584 0.2941
C -0.1913 -0.9849 0.4632
C 1.2902 -1.7557 0.5914
O 2.0023 -1.9156 -0.3153
F 1.3659 -2.2048 1.7764
H -2.0148 -0.2166 -1.3241
H -1.8393 1.0287 0.0907
H -1.5041 1.4811 -1.6370
H 0.4126 -0.1816 -1.2437
H 0.5861 1.2226 1.3405
H 1.7611 1.3876 0.0621
H 0.1840 2.3268 -0.1633
H -0.4390 -0.7032 1.4693
H -0.7458 -1.7207 -0.0424

These are the Löwdin partial charges, in e, on atoms 1 to 2: 0.031, -0.163

No. 2
The following is a DFT calculation (ωB97M-V/def2-TZVPD) of a structure of composition C8H15MoN6O2S2.

- charge = +2
- multiplicity = 2
- LUMO (spin up / spin down) (eV) = -6.87 / -6.56
- Kohn-Sham gap (spin up / spin down) (eV) = 7.33 / 7.55
- HOMO energy (spin up / spin down) (eV) = -14.2 / -14.1
- electronic energy (Ha) = -1656.921987

CARTESIAN COORDINATES (ANGSTROEM)
Mo -0.3994 0.0229 -0.0091
O 0.0646 0.4287 1.8852
N 0.9776 -0.2241 2.6356
C 1.1596 0.2051 3.9064
C 2.0656 -0.4351 4.6989
C 2.7857 -1.5173 4.1751
C 2.5779 -1.9209 2.8787
C 1.6411 -1.2533 2.0840
S 1.2607 -1.6492 0.4533
H 0.5583 1.0480 4.2084
H 2.2116 -0.0949 5.7131
H 3.5090 -2.0346 4.7905
H 3.1201 -2.7495 2.4470
N -2.1555 1.2595 0.8635
N -2.5502 2.4403 0.2047
C -1.8732 2.8597 -0.8731
N -2.2399 3.9950 -1.4441
S -0.5724 1.9533 -1.5076
H -2.9765 0.6787 1.0220
H -1.7755 1.5116 1.7758
H -3.3114 2.9720 0.6029
H -3.0110 4.5552 -1.1148
H -1.7373 4.3240 -2.2534
C -1.3017 -2.3824 -3.7959
N 0.0074 -1.7307 -3.8506
C 0.4856 -0.9979 -2.8607
N 1.6748 -0.4004 -2.9373
O -0.2272 -0.8599 -1.8024
H -1.4456 -2.9163 -4.7297
H -2.0924 -1.6438 -3.6854
H -1.3424 -3.0910 -2.9718
H 0.5746 -1.8566 -4.6732
H 2.2883 -0.5362 -3.7237
H 2.0492 0.0399 -2.1124

These are the Löwdin partial charges, in e, on atoms 1 to 2: 1.147, -0.359

No. 3
The following is a DFT calculation (ωB97M-V/def2-TZVPD) of a cluster of 2 separate species, C4H6O4 in total at a distorted geometry.

- charge = 0
- multiplicity = 3
- LUMO (spin up / spin down) (eV) = 0.82 / -3.00
- Kohn-Sham gap (spin up / spin down) (eV) = 5.92 / 6.75
- HOMO energy (spin up / spin down) (eV) = -5.1 / -9.7
- electronic energy (Ha) = -456.637977

CARTESIAN COORDINATES (ANGSTROEM)
C 1.2408 -0.7274 0.7352
C 2.1146 -0.2845 -0.3257
C 0.7145 0.2013 -0.3389
C -2.7931 -0.3622 0.2718
O 2.3980 0.0753 1.0312
O 0.3937 1.5230 0.0127
O -2.1943 -1.1981 -0.3601
O -2.2267 0.6888 0.7864
H 0.8896 -1.5140 1.2320
H 2.8664 -0.4528 -1.1922
H -3.8887 -0.4606 0.5974
H 1.1393 1.9974 0.3814
H 0.1367 -0.3474 -1.1202
H -1.2934 0.7644 0.4319

These are the Löwdin partial charges, in e, on atoms 1 to 2: -0.083, -0.146

No. 4
The following is a DFT calculation (ωB97M-V/def2-TZVPD) of the molecule C5H9NOS at a distorted geometry.

- charge = 0
- relative energy (zero: lowest compared OMol25 entry of this formula, charge and spin) (kcal per mole) = 122.2
- LUMO (eV) = -0.75
- structure (SMILES) = O[C@H](C=S)[C@@H]1CCN1
- Kohn-Sham gap (eV) = 7.86
- HOMO energy (eV) = -8.6
- electronic energy (Ha) = -723.925119

CARTESIAN COORDINATES (ANGSTROEM)
O 0.7821 1.7689 -0.3048
C 0.2652 0.9346 0.6282
C 1.0632 -0.4263 0.7952
S 2.3019 -0.8164 -0.2908
C -1.2544 0.7559 0.3870
C -1.9025 -0.6881 0.9102
C -2.1968 -0.9748 -0.7010
N -1.5091 0.3254 -1.0090
H 1.5180 1.4519 -0.8915
H 0.5018 1.4261 1.7541
H 0.6012 -1.2413 1.3770
H -1.4781 1.7397 0.4907
H -1.0178 -1.3511 1.4543
H -2.8109 -0.8069 1.6551
H -1.6815 -1.8225 -1.1008
H -3.3998 -0.7605 -1.0624
H -0.6046 0.3904 -1.6384

These are the Löwdin partial charges, in e, on atoms 1 to 2: -0.076, -0.481

No. 5
The following is a DFT calculation (ωB97M-V/def2-TZVPD) of the molecule C31H38N2O3 at a distorted geometry.

- charge = 0
- LUMO (eV) = 0.71
- structure (SMILES) = CC(C)(C)c1ccc(OC(c2ccc(N3CCOCC3)cc2)c2ccc(N3CCOCC3)cc2)cc1
- Kohn-Sham gap (eV) = 8.39
- HOMO energy (eV) = -7.7
- electronic energy (Ha) = -1539.210167

CARTESIAN COORDINATES (ANGSTROEM)
C -6.7597 0.5985 -1.0846
C -6.1526 -0.1042 -2.3137
C -6.6772 -1.5546 -2.3114
C -6.7054 0.5892 -3.5731
C -4.5881 -0.0292 -2.2441
C -3.7653 -1.1632 -2.1686
C -2.4115 -1.0520 -1.8542
C -1.7991 0.2072 -1.6612
O -0.4486 0.2286 -1.4798
C 0.2845 1.0942 -0.2054
C 0.1313 0.2576 1.0557
C 1.1567 0.1954 2.0355
C 0.9593 -0.5005 3.2258
C -0.1784 -1.3285 3.3755
N -0.3698 -2.1872 4.4602
C -0.7553 -3.5677 4.1333
C -1.3107 -4.3347 5.3442
O -0.6187 -4.0479 6.5623
C -0.4915 -2.6379 6.8349
C 0.3418 -1.9644 5.7294
C -1.1663 -1.3048 2.3513
C -1.0651 -0.4047 1.3194
C 1.6830 1.2212 -0.7748
C 2.1146 2.4772 -1.2287
C 3.4529 2.7615 -1.4629
C 4.4111 1.7226 -1.4641
N 5.7597 1.9376 -1.8618
C 6.2292 1.0694 -2.9612
C 7.7146 1.2890 -3.3036
O 8.0979 2.6742 -3.3452
C 7.7674 3.3657 -2.1287
C 6.2518 3.3310 -1.9072
C 3.9519 0.4057 -1.1079
C 2.6214 0.1642 -0.7482
C -2.5944 1.3530 -1.8421
C -3.9569 1.2231 -2.1613
H -6.4514 1.6456 -1.0276
H -7.8584 0.5746 -1.1186
H -6.4446 0.1064 -0.1572
H -6.3345 -2.1069 -3.1986
H -6.3522 -2.0991 -1.4119
H -7.7828 -1.5669 -2.3232
H -6.3541 0.0790 -4.4774
H -7.8069 0.5672 -3.5820
H -6.3872 1.6347 -3.6135
H -4.1825 -2.1476 -2.3849
H -1.8051 -1.9331 -1.7332
H -0.2131 2.1151 -0.0574
H 2.1122 0.6907 1.8407
H 1.7132 -0.4439 4.0301
H -1.5227 -3.5431 3.3516
H 0.1151 -4.1373 3.7231
H -2.3884 -4.1057 5.4694
H -1.1827 -5.4209 5.1939
H -1.4907 -2.1575 6.9061
H 0.0126 -2.5745 7.8111
H 1.3624 -2.4002 5.6915
H 0.4332 -0.8799 5.9117
H -2.0558 -1.9404 2.4310
H -1.9294 -0.2539 0.6439
H 1.3670 3.2731 -1.2950
H 3.7726 3.8055 -1.6272
H 5.6394 1.2812 -3.8809
H 6.0743 0.0201 -2.6735
H 8.3799 0.7526 -2.5828
H 7.9202 0.9332 -4.3286
H 8.1169 4.3962 -2.2915
H 8.3118 2.9254 -1.2676
H 5.7625 3.8733 -2.7390
H 6.0004 3.8518 -0.9707
H 4.7029 -0.4016 -0.9852
H 2.3160 -0.8383 -0.3775
H -2.1395 2.3309 -1.7589
H -4.5454 2.1097 -2.3742

These are the Löwdin partial charges, in e, on atoms 1 to 2: -0.062, -0.548

No. 6
The following is a DFT calculation (ωB97M-V/def2-TZVPD) of a structure of composition C18H47AuNO4Si2 at a distorted geometry.

- charge = +1
- relative energy (zero: lowest compared OMol25 entry of this formula, charge and spin) (kcal per mole) = 45.5
- multiplicity = 3
- LUMO (spin up / spin down) (eV) = -2.48 / -8.11
- Kohn-Sham gap (spin up / spin down) (eV) = 8.69 / 3.34
- HOMO energy (spin up / spin down) (eV) = -11.2 / -11.4
- electronic energy (Ha) = -1783.969036

CARTESIAN COORDINATES (ANGSTROEM)
O -1.7988 0.4328 -0.8926
O -0.6354 -4.3136 -0.4563
C -3.0852 0.2278 -0.3937
C -4.1012 1.1080 -1.0527
H -3.1347 0.3574 0.7232
H -3.3140 -0.7974 -0.5790
H -3.9681 2.1839 -0.9151
H -5.0433 0.8461 -0.5889
H -4.1801 0.8525 -2.1109
C -1.2428 -0.4119 -1.8933
C -2.0886 -1.5770 -2.2707
H -0.2135 -0.7104 -1.5996
H -1.1282 0.3695 -2.6486
H -1.9816 -2.4005 -1.5657
H -1.6842 -1.8849 -3.2243
H -3.1487 -1.3427 -2.4195
C 0.7331 -3.9262 -0.5586
C -1.0059 -4.5768 0.8796
C 1.1167 -3.9231 -2.0266
H 1.4045 -4.6223 -0.0092
H 0.8172 -2.9169 -0.1099
H 0.8601 -4.8831 -2.4733
H 2.1859 -3.7474 -2.1254
H 0.5781 -3.1350 -2.5670
C -2.1351 -5.5815 0.8638
H -1.3250 -3.6066 1.3055
H -0.1766 -4.9788 1.4905
H -2.9462 -5.2565 0.2060
H -2.5328 -5.7569 1.8622
H -1.7504 -6.5368 0.4801
H -0.2598 0.5718 1.2165
Au 0.8905 1.5675 -0.3576
C -0.8549 -0.0355 1.9340
Si 0.2382 0.0424 3.3654
H -1.7722 0.5232 2.1390
H -0.9348 -1.1115 1.7071
C -0.9870 -1.0031 4.3797
C 0.5870 1.5601 4.3822
C 1.7015 -1.0832 3.2836
C -0.2372 3.0042 -1.3465
Si 0.9240 2.7750 -2.8654
H -0.2740 4.0343 -0.9464
H -1.2443 2.6010 -1.4595
C -0.0414 2.3735 -4.4046
C 2.1664 1.3518 -2.5498
C 1.9755 4.3248 -3.0593
H 1.7017 -1.6270 2.3341
H 1.5756 -1.8101 4.1020
H 2.6535 -0.5485 3.3937
H -1.9633 -0.4989 4.4513
H -0.6121 -1.1912 5.3864
H -1.1399 -1.9719 3.8820
H 0.1157 2.4676 3.9969
H 1.6668 1.7308 4.4674
H 0.2000 1.3924 5.3997
H 1.8179 0.4308 -3.0314
H 2.3458 1.0985 -1.4608
H 3.1475 1.6556 -2.9339
H 2.2118 4.4552 -4.1287
H 2.9213 4.2331 -2.4964
H 1.4208 5.2086 -2.7079
H 0.5521 2.7028 -5.2638
H -0.9931 2.9209 -4.4001
H -0.2459 1.3019 -4.5094
N 2.2136 3.5462 0.4858
C 2.9740 3.3927 1.7143
C 3.1298 1.8559 1.9734
O 3.6281 1.6111 3.0841
O 2.6885 1.0313 1.0774
H 2.8542 3.4593 -0.3098
H 1.7585 4.4664 0.4701
H 3.9991 3.8629 1.6892
H 2.4252 3.8353 2.5859

These are the Löwdin partial charges, in e, on atoms 1 to 2: -0.239, -0.181

No. 7
The following is a DFT calculation (ωB97M-V/def2-TZVPD) of a structure of composition C31H40BN6O2PdS2.

- charge = -1
- relative energy (zero: lowest compared OMol25 entry of this formula, charge and spin) (kcal per mole) = 0.0
- LUMO (eV) = 2.36
- Kohn-Sham gap (eV) = 5.39
- HOMO energy (eV) = -3.0
- electronic energy (Ha) = -2633.489689

CARTESIAN COORDINATES (ANGSTROEM)
Pd -0.7068 0.1691 -1.1850
C -2.7002 -2.8256 -1.9909
C -1.2210 -2.9987 -2.1042
C -0.5114 -4.0895 -2.6285
C 0.8175 -3.7419 -2.4964
C 2.0206 -4.5482 -2.8613
N 0.8657 -2.5172 -1.9322
N -0.3835 -2.0643 -1.6851
B 2.1261 -1.6994 -1.6088
N 2.2132 -1.4146 -0.0904
N 1.8492 -2.4228 0.7417
C 2.2440 -2.0691 1.9523
C 1.9756 -2.9535 3.1270
C 2.8850 -0.8175 1.9179
C 2.8633 -0.4464 0.5845
C 3.4729 0.7670 -0.0357
N 2.1907 -0.3883 -2.4236
N 1.2269 0.5665 -2.3107
C 1.6019 1.5866 -3.0668
C 0.7513 2.8057 -3.1668
C 2.8339 1.3014 -3.6842
C 3.1628 0.0335 -3.2549
C 4.3735 -0.7770 -3.5809
H -3.2177 -3.6136 -2.5398
H -3.0110 -1.8581 -2.3886
H -3.0288 -2.8801 -0.9494
H -0.9075 -5.0052 -3.0373
H 1.6966 -5.5039 -3.2746
H 2.6469 -4.7385 -1.9891
H 2.6399 -4.0451 -3.6052
H 3.0823 -2.3670 -1.9288
H 1.3411 -3.7838 2.8178
H 1.4675 -2.4061 3.9231
H 2.8998 -3.3635 3.5430
H 3.3187 -0.2579 2.7327
H 3.8533 1.4094 0.7597
H 2.7422 1.3367 -0.6085
H 4.3070 0.5043 -0.6908
H -0.1318 2.6750 -2.5418
H 0.3917 2.9584 -4.1865
H 1.2964 3.7011 -2.8590
H 3.3950 1.9185 -4.3679
H 4.9916 -0.2308 -4.2933
H 4.1111 -1.7424 -4.0149
H 4.9656 -0.9789 -2.6863
O -2.5779 3.4071 -2.5654
S -2.9144 3.7890 -1.1712
C -1.3599 3.8442 -0.2363
C -1.6119 4.2558 1.2144
C -1.5888 3.1292 2.2588
C -0.3078 3.0404 3.0936
S 0.8707 1.8093 2.4450
O 0.7855 1.9345 0.9697
C -0.0699 0.3691 2.9661
C -0.1034 0.0641 4.3236
C -0.8015 -1.0485 4.7595
C -1.4299 -1.8776 3.8353
C -1.3624 -1.5814 2.4841
C -0.6887 -0.4482 2.0394
C -3.5587 2.3575 -0.2962
C -3.1085 1.0769 -0.5822
C -3.5932 0.0214 0.1778
C -4.4856 0.2499 1.2204
C -4.9452 1.5346 1.4809
C -4.4901 2.5929 0.7039
H -0.7507 4.5743 -0.7709
H -0.8849 2.8610 -0.3321
H -2.5867 4.7528 1.2702
H -0.8894 5.0267 1.4943
H -1.7763 2.1661 1.7757
H -2.4173 3.2867 2.9528
H -0.5054 2.7746 4.1328
H 0.2365 3.9883 3.0941
H 0.4201 0.6933 5.0368
H -0.8350 -1.2843 5.8162
H -1.9532 -2.7632 4.1746
H -1.8180 -2.2314 1.7472
H -0.6930 -0.2258 0.9647
H -2.4140 0.9260 -1.4340
H -3.2506 -0.9792 -0.0428
H -4.8270 -0.5826 1.8232
H -5.6631 1.7108 2.2723
H -4.8515 3.6014 0.8724

These are the Löwdin partial charges, in e, on atoms 1 to 2: 0.278, -0.051

No. 8
The following is a DFT calculation (ωB97M-V/def2-TZVPD) of a cluster of 2 separate species, C3H3NO2 in total at a distorted geometry.

- charge = 0
- relative energy (zero: lowest compared OMol25 entry of this formula, charge and spin) (kcal per mole) = 110.3
- LUMO (eV) = -0.11
- Kohn-Sham gap (eV) = 9.21
- HOMO energy (eV) = -9.3
- electronic energy (Ha) = -321.201800

CARTESIAN COORDINATES (ANGSTROEM)
O 1.5474 -0.0629 -0.0648
C 0.7296 0.9095 -0.3827
C 0.9209 2.1217 -1.0711
O -0.5042 0.9472 -0.2683
C -1.5841 -2.0208 0.6310
N -0.4337 -2.0003 0.6563
H 1.0143 -0.8245 0.2582
H 0.9652 2.9613 -0.3638
H -2.6553 -2.0311 0.6052

These are the Löwdin partial charges, in e, on atoms 1 to 2: 0.129, -0.700

Q: The lowest charge belongs to which entry?
A: C31H40BN6O2PdS2